Record 1
C2NO5 | ωB97M-V with the def2-TZVPD basis set

Last column: natural (NBO) charge in e.
Positions of all 8 atoms, in Å:
O  2.01669  1.18154  1.76457  -0.336
N  0.95753  1.34782  1.13556  0.071
C  0.44331  0.40898  0.17771  0.825
O  0.90183  0.83881  -0.88159  -0.605
O  -0.28921  -0.51429  0.54358  -0.575
C  -1.20365  -1.02647  -0.71286  0.976
O  -1.17719  -2.23357  -0.82734  -0.674
O  -1.64931  -0.00282  -1.19963  -0.681

Force components x, y, z for each atom (eV/Å):
O -2.3 -0.5 -1.8
N 1.5 1.2 2.9
C 3.6 1.9 -1.1
O -0.7 -1.0 0.1
O -0.7 -1.4 1.0
C -1.0 0.1 -1.7
O 0.0 1.1 0.5
O -0.3 -1.4 0.2

frontier orbital gap	8.821	eV
net charge	-1
lowest unoccupied orbital energy	3.668	eV
highest occupied orbital energy	-5.15	eV


Record 2
C2O2S | ωB97M-V with the def2-TZVPD basis set

Last column: natural (NBO) charge in e.
Positions of all 5 atoms, in Å:
C  0.11200  0.88931  -2.37089  0.495
C  -0.35233  -1.05583  1.16335  0.424
O  0.63668  1.71370  -1.82345  -0.495
O  0.77550  -0.84478  1.03290  -0.453
S  -1.86410  -1.32238  1.25645  0.028

Force components x, y, z for each atom (eV/Å):
C -0.2 -0.4 -0.2
C 1.3 0.3 -0.4
O 0.2 0.4 0.3
O -0.1 -0.1 0.2
S -1.1 -0.2 0.2

frontier orbital gap	11.549	eV
lowest unoccupied orbital energy	0.692	eV
highest occupied orbital energy	-10.86	eV


Record 3
C2O2S | ωB97M-V with the def2-TZVPD basis set

Last column: natural (NBO) charge in e.
Positions of all 5 atoms, in Å:
C  1.14679  -0.22358  0.21350  1.018
C  -1.94800  0.53678  -0.81852  -0.184
O  0.54499  -1.13264  -0.08833  -0.518
O  1.66625  0.69101  0.59953  -0.500
S  -2.46418  -0.08574  0.45601  0.184

Force components x, y, z for each atom (eV/Å):
C -0.9 -0.9 0.0
C 0.2 0.4 -0.6
O -1.4 -3.0 -1.3
O 2.5 3.9 1.3
S -0.4 -0.3 0.6

frontier orbital gap	11.163	eV
lowest unoccupied orbital energy	-0.117	eV
highest occupied orbital energy	-11.28	eV


Record 4
C2O3 | ωB97M-V with the def2-TZVPD basis set

Last column: natural (NBO) charge in e.
Positions of all 5 atoms, in Å:
C  -1.58836  0.04790  -0.22408  0.495
C  1.27831  -0.29149  -0.02492  1.030
O  -2.30481  0.82601  0.23018  -0.502
O  0.84515  0.72532  0.24424  -0.517
O  1.76971  -1.30774  -0.22541  -0.506

Force components x, y, z for each atom (eV/Å):
C -2.4 1.9 1.1
C 0.9 -1.0 0.2
O 1.9 -2.1 -1.2
O -0.8 2.4 0.4
O 0.3 -1.3 -0.5

frontier orbital gap	13.420	eV
lowest unoccupied orbital energy	0.675	eV
highest occupied orbital energy	-12.75	eV


Record 5
C2O4Sm | ωB97M-V with the def2-TZVPD basis set

Last column: Mulliken spin population.
Positions of all 7 atoms, in Å:
O  2.75141  -0.52048  0.02650  -0.002
C  3.35356  -1.29583  0.59873  -0.003
O  -2.47127  1.02716  0.59818  -0.164
O  -0.96263  0.05033  -0.88194  -0.068
C  -1.80989  0.11600  -0.04975  0.028
O  -2.20890  -0.44605  1.04740  -0.117
Sm  1.34773  1.06887  -1.33912  5.327

Force components x, y, z for each atom (eV/Å):
O -1.6 2.0 -1.6
C 1.3 -1.6 1.2
O -0.6 -0.5 0.1
O 2.2 0.4 -1.6
C -0.1 0.6 1.9
O -0.6 0.1 -0.3
Sm -0.5 -1.0 0.2

frontier orbital gap (spin up / spin down)	3.574 / 9.840	eV
2S+1	6
<S²>	9.061
net charge	+3
lowest unoccupied orbital energy (spin up / spin down)	-21.085 / -15.627	eV
highest occupied orbital energy (spin up / spin down)	-24.66 / -25.47	eV


Record 6
C2S4 | ωB97M-V with the def2-TZVPD basis set

Last column: natural (NBO) charge in e.
Positions of all 6 atoms, in Å:
S  -1.82550  -1.40407  -0.01733  0.195
C  -0.78275  -0.20543  0.04814  -0.390
S  -1.01806  1.56492  0.02882  0.194
S  1.03037  1.59368  -0.01119  0.201
C  0.78691  -0.16680  -0.08275  -0.398
S  1.80903  -1.38230  0.03431  0.198

Force components x, y, z for each atom (eV/Å):
S 0.1 0.0 0.2
C 1.2 0.9 -0.9
S -1.3 -0.4 0.3
S 0.9 -0.6 -0.3
C -1.0 0.0 1.1
S 0.1 0.1 -0.3

frontier orbital gap	6.940	eV
lowest unoccupied orbital energy	-1.998	eV
highest occupied orbital energy	-8.94	eV